Density functional theory data (the ωB97M-V functional and the def2-TZVPD basis) for a cluster of 2 separate species, C8H14N2 in total.

The energy above the lowest of the compared OMol25 structures with the same formula, charge and spin is 0.649 eV. The value obtained for the HOMO energy is -0.413 hartree. The value obtained for the LUMO energy is 0.65 eV. Its SMILES is CCCC#N.CCCC#N. The gap between HOMO and LUMO comes out at 11.887 eV.

Each line ends with the natural charge from an NBO analysis.
Geometry (Å):
C 3.0741 3.8087 -0.5267  -0.615
C 2.0938 2.7793 0.0528  -0.378
C 1.8924 1.5358 -0.8226  -0.513
C 3.1618 1.0102 -1.3252  0.293
N 4.1610 0.5987 -1.7085  -0.347
H 2.9897 4.7509 0.0213  0.212
H 2.8712 4.0225 -1.5750  0.207
H 4.1028 3.4772 -0.3896  0.216
H 1.1275 3.2578 0.2084  0.213
H 2.4672 2.4565 1.0256  0.202
H 1.2386 1.7355 -1.6694  0.252
H 1.4277 0.7715 -0.2012  0.256
C -3.3544 -3.8571 0.9567  -0.606
C -3.0032 -2.6007 0.1846  -0.380
C -1.7586 -1.9202 0.7618  -0.513
C -1.4650 -0.6456 0.1128  0.307
N -1.2406 0.3653 -0.3968  -0.351
H -4.3264 -4.2374 0.6487  0.221
H -3.3909 -3.6598 2.0297  0.203
H -2.6041 -4.6267 0.7742  0.208
H -3.8182 -1.8729 0.1904  0.210
H -2.8566 -2.8530 -0.8685  0.211
H -0.8685 -2.5499 0.6878  0.247
H -1.9215 -1.7466 1.8284  0.245

Forces on atoms 1 to 6 (eV/Å):
-0.181 0.065 0.488
0.348 0.410 -0.191
0.136 0.085 0.327
-0.161 -0.041 0.060
0.181 -0.054 -0.061
-0.064 -0.048 -0.046